(1)
The following is a DFT calculation (ωB97M-V/def2-TZVPD) of an isolated ion of composition C4H11N2 and charge +1 in a non-equilibrium geometry.

Each line ends with the Löwdin charge.
Cartesian coordinates (Å):
C  1.27400  -1.46341  -1.21297  -0.002
C  0.99832  -0.53591  0.04765  -0.245
N  -0.35383  -0.90403  0.65600  0.062
C  -0.56495  0.51445  0.87765  -0.289
C  -1.92457  1.18664  0.37744  0.041
N  0.50130  0.88263  -0.12756  0.151
H  2.33515  -1.33196  -1.44176  0.079
H  0.76025  -1.10779  -2.13736  0.099
H  1.08888  -2.43799  -0.87055  0.067
H  1.87464  -0.67082  0.80946  0.188
H  -0.45908  -1.45305  1.48835  0.126
H  -0.22424  0.85787  1.81075  0.139
H  -2.49002  1.67327  1.05895  0.040
H  -2.57452  0.34212  0.04165  0.113
H  -1.51508  1.80713  -0.40702  0.073
H  0.07329  0.97056  -0.99646  0.127
H  1.20046  1.67028  0.02579  0.230

## Properties
total charge	+1
SMILES	C[C@@H]1N[C@H](C)[NH2+]1
frontier orbital gap	10.951	eV
calculated total energy	-268.202532	hartree
LUMO	-3.37	eV

(2)
The following is a DFT calculation (ωB97M-V/def2-TZVPD) of one molecule with the formula C4H5FO2 in a non-equilibrium geometry.

Each line ends with the Löwdin charge.
Cartesian coordinates (Å):
O  2.51490  -1.51008  -0.39259  0.054
C  2.38077  -0.43934  0.20270  -0.210
C  1.04370  0.26680  0.34268  -0.133
O  -0.11575  -0.50854  -0.06648  -0.035
C  -1.19710  0.13998  -0.36858  -0.237
C  -2.47624  -0.18770  -0.18913  -0.125
F  -2.93634  -1.37171  0.32885  -0.028
H  3.25910  0.23880  0.53683  0.144
H  0.92744  0.59644  1.36470  0.120
H  1.18133  1.26912  -0.21561  0.156
H  -1.16116  1.17612  -0.84813  0.141
H  -3.42064  0.33012  -0.69523  0.152

## Properties
SMILES	O=CCO/C=C\F
frontier orbital gap	9.766	eV
calculated total energy	-405.664416	hartree
LUMO	0.60	eV

(3)
The following is a DFT calculation (ωB97M-V/def2-TZVPD) of a 2-piece molecular cluster, C3H7O2S2 overall in a non-equilibrium geometry.

Each line ends with the Löwdin charge.
Cartesian coordinates (Å):
C  0.37532  0.34993  1.27437  -0.182
C  0.11679  -0.62982  -1.07943  -0.186
C  -0.46416  0.10220  0.09031  -0.878
O  -1.39608  3.17276  -0.50687  -0.536
O  0.95741  3.02662  0.62457  -0.712
S  -2.11791  0.38373  0.13248  0.572
S  0.22587  2.89632  -0.69146  0.702
H  1.23041  -0.32869  1.32455  0.072
H  -0.20341  0.29907  2.19942  0.066
H  0.78471  1.39627  1.23676  0.027
H  -0.37930  -0.33260  -2.00080  0.059
H  1.18588  -0.44899  -1.16386  0.067
H  -0.04216  -1.70795  -0.95059  0.070
H  -1.84461  2.32188  -0.24635  -0.142

## Properties
total charge	-1
frontier orbital gap (alpha / beta)	6.032 / 6.036	eV
calculated total energy	-1065.367799	hartree
LUMO (alpha / beta)	3.54 / 3.54	eV

(4)
The following is a DFT calculation (ωB97M-V/def2-TZVPD) of C34H77BrF5NNbO12 as an isolated structure in a non-equilibrium geometry.

Each line ends with the Löwdin charge.
Cartesian coordinates (Å):
C  7.30187  -1.63370  3.18488  -0.081
C  6.77949  -0.75935  2.04778  -0.311
O  5.48752  -1.17980  1.68367  -0.281
C  5.05646  -0.68652  0.40287  -0.323
Nb  2.76231  -0.55633  0.18028  1.770
C  2.36879  -2.77666  0.06280  -0.315
C  1.08289  -3.05441  -0.76215  -0.328
C  -0.01215  -3.79392  0.00224  -0.218
C  -0.77880  -2.87083  0.97192  -0.210
C  -2.29388  -3.07456  1.04314  -0.202
C  -2.97644  -1.70750  1.05639  -0.208
C  -4.49717  -1.75773  1.18039  -0.202
C  -5.04684  -0.65356  2.08717  -0.167
C  -6.49779  -0.39049  1.65413  -0.240
O  -7.34249  0.05946  2.70375  -0.206
C  -7.43622  1.46115  2.80133  -0.119
C  2.71951  1.70895  -0.11633  -0.317
C  1.29358  2.30323  -0.15935  -0.317
C  0.75381  2.62247  1.22326  -0.106
C  -0.43454  3.53884  1.24748  -0.433
F  -0.17589  4.72831  0.64394  0.103
F  -0.73426  3.84030  2.54905  0.100
C  -1.76524  2.99196  0.66622  -0.554
F  -2.58643  4.01176  0.39501  0.161
F  -2.37487  2.20377  1.52908  0.189
F  -1.59938  2.31420  -0.47002  0.160
C  3.16482  -0.66263  -2.09636  -0.350
C  2.05403  -0.37771  -3.00026  -0.844
O  0.96899  -0.00814  -2.80772  0.029
Br  2.53274  -0.67371  -4.96705  0.544
C  2.72484  -0.40347  2.43284  -0.284
C  3.44045  0.57322  3.14116  -0.134
C  3.40669  0.60293  4.52781  -0.178
N  2.72388  -0.25135  5.28927  0.037
C  2.01777  -1.17500  4.63235  -0.172
C  1.99885  -1.27769  3.24832  -0.123
H  8.28967  -2.01542  2.93930  0.062
H  7.42200  -1.07830  4.10794  0.062
H  6.63678  -2.47355  3.33540  0.069
H  7.44683  -0.83044  1.18395  0.105
H  6.75196  0.29058  2.36194  0.108
H  5.53116  0.28179  0.20990  0.049
H  5.41170  -1.39994  -0.35291  0.049
H  0.94084  -0.37642  0.08078  -0.035
H  2.30522  -3.24717  1.04215  0.037
H  3.21203  -3.19470  -0.48951  0.033
H  1.30558  -3.62879  -1.66320  0.095
H  0.63950  -2.12300  -1.10581  0.041
H  0.37311  -4.66518  0.53186  0.104
H  -0.71952  -4.17422  -0.73778  0.097
H  -0.37000  -3.04604  1.96562  0.094
H  -0.58584  -1.84541  0.67336  0.065
H  -2.59431  -3.58101  1.96093  0.103
H  -2.66811  -3.67682  0.21501  0.107
H  -2.56254  -1.16219  1.90413  0.112
H  -2.72367  -1.19171  0.13238  0.109
H  -4.93346  -1.56676  0.20058  0.092
H  -4.86560  -2.72034  1.53151  0.113
H  -5.04993  -0.94232  3.13548  0.109
H  -4.47894  0.26421  1.94946  0.101
H  -6.47012  0.33045  0.83554  0.122
H  -6.90866  -1.32358  1.27815  0.107
H  -7.53683  1.92419  1.81887  0.083
H  -6.56989  1.88134  3.31457  0.086
H  -8.32972  1.68895  3.37513  0.080
H  3.16667  1.95201  -1.08138  0.035
H  3.32135  2.22446  0.63653  0.032
H  1.29286  3.21708  -0.76072  0.104
H  0.63582  1.60256  -0.65603  0.042
H  1.52967  3.14549  1.78280  0.131
H  0.51060  1.73386  1.80425  0.128
H  3.51397  -1.67527  -2.30174  0.044
H  4.00505  -0.01251  -2.33563  0.054
H  4.02794  1.30649  2.60809  0.077
H  3.98456  1.35820  5.04783  0.091
H  1.44484  -1.86450  5.23671  0.090
H  1.40133  -2.05916  2.79946  0.054
C  4.21077  0.00827  -8.81152  -0.165
O  4.78659  0.70153  -7.70807  -0.145
H  4.51048  0.52649  -9.72064  0.073
H  4.56224  -1.02223  -8.84908  0.053
H  3.11925  0.00995  -8.74451  0.076
H  4.51629  0.22570  -6.91633  0.004
C  4.59260  -4.16045  -7.99978  -0.155
O  3.63121  -3.27750  -8.56664  -0.137
H  5.52555  -3.60913  -7.91262  0.077
H  4.28718  -4.49303  -7.00478  0.078
H  4.75698  -5.03364  -8.63779  0.072
H  2.80019  -3.75273  -8.64341  0.075
C  -9.83266  -1.38442  0.61292  -0.150
O  -9.05407  -2.01241  -0.40367  -0.126
H  -9.19210  -0.66912  1.12090  0.057
H  -10.68652  -0.85658  0.17750  0.075
H  -10.18770  -2.11898  1.34069  0.079
H  -9.61232  -2.64945  -0.85557  0.067
C  -0.34498  8.13462  0.12195  -0.167
O  0.93758  7.86624  0.67222  -0.120
H  -0.50488  9.21141  0.15739  0.075
H  -0.39536  7.79636  -0.91773  0.075
H  -1.12886  7.64106  0.70100  0.078
H  1.06779  6.91349  0.63723  0.060
C  -5.48831  -0.86896  -3.09420  -0.162
O  -4.42270  -0.73426  -2.16744  -0.152
H  -5.90547  -1.86542  -2.96835  0.072
H  -6.27814  -0.13467  -2.90690  0.071
H  -5.13657  -0.76148  -4.12556  0.066
H  -4.04044  0.14676  -2.25594  -0.012
C  0.43876  9.91594  -3.24636  -0.168
O  1.09407  10.67466  -2.23641  -0.126
H  0.52319  10.47087  -4.17729  0.074
H  0.91620  8.94047  -3.36994  0.078
H  -0.62048  9.78032  -3.01007  0.072
H  1.03208  10.18535  -1.41067  0.051
C  -2.50595  1.20928  -3.91791  -0.104
O  -2.71654  0.75726  -2.58743  -0.127
H  -2.62940  0.35302  -4.57882  0.089
H  -3.23003  1.98152  -4.20093  0.084
H  -1.49286  1.59820  -4.04810  0.084
H  -2.60268  1.50933  -1.99396  0.077
C  -5.75696  -3.73578  5.14604  -0.162
O  -4.38421  -3.71575  4.76699  -0.130
H  -6.31311  -4.27454  4.38360  0.076
H  -5.87705  -4.24617  6.10651  0.071
H  -6.14887  -2.71764  5.22150  0.073
H  -3.90654  -3.23303  5.44615  0.072
C  8.84972  -4.49016  5.71756  -0.159
O  7.88304  -3.47392  5.49425  -0.128
H  9.62474  -4.36859  4.96470  0.076
H  9.30520  -4.40077  6.70858  0.072
H  8.41291  -5.48764  5.61364  0.074
H  7.19029  -3.57212  6.15286  0.081

## Properties
total charge	-1
frontier orbital gap	6.938	eV
calculated total energy	-5429.284916	hartree
LUMO	1.63	eV

(5)
The following is a DFT calculation (ωB97M-V/def2-TZVPD) of a 2-piece molecular cluster, CH3ClO2S overall in a non-equilibrium geometry.

Each line ends with the Löwdin charge.
Cartesian coordinates (Å):
C  0.19735  -0.12437  -0.44695  -0.107
O  -2.92745  1.65313  -0.13504  -0.613
O  0.47831  -0.64599  0.78039  -0.085
S  -2.30591  0.44969  0.37419  0.529
Cl  -3.54499  -1.11410  -0.35331  0.075
H  0.78828  0.75774  -0.61660  0.082
H  -0.15625  -0.67125  -1.20349  0.015
H  -0.11750  -1.35018  1.09912  0.104

## Properties
frontier orbital gap (alpha / beta)	7.199 / 8.596	eV
calculated total energy	-1048.652410	hartree
LUMO (alpha / beta)	-1.06 / -0.21	eV

(6)
The following is a DFT calculation (ωB97M-V/def2-TZVPD) of a 3-piece molecular cluster, C5H10O2 overall.

Each line ends with the Löwdin charge.
Cartesian coordinates (Å):
C  -0.34217  -1.27002  0.65544  -0.073
C  -1.56990  -1.67605  0.56800  -0.080
C  -1.19880  -1.02684  1.86575  -0.159
H  0.64286  -1.19468  0.21857  0.085
H  -2.30393  -2.25272  0.03249  0.097
H  -1.04336  -1.64765  2.75128  0.074
H  -1.55450  -0.01747  2.10075  0.069
C  -1.40523  0.86316  -0.91305  -0.131
O  -0.87201  0.71909  -1.99021  -0.017
H  -2.48932  0.70376  -0.77857  0.096
H  -0.85813  1.19859  -0.01265  0.088
C  2.42286  1.09016  -0.56159  -0.159
O  1.68428  0.00101  -1.08210  -0.166
H  2.88303  1.66266  -1.36996  0.075
H  3.24246  0.75584  0.09478  0.082
H  1.82603  1.77684  0.05475  0.073
H  0.93585  0.31432  -1.63369  0.045

## Properties
SMILES	C1=CC1.C=O.CO
frontier orbital gap	10.221	eV
calculated total energy	-346.839436	hartree
LUMO	0.68	eV

> Which of these has the lowest calculated total energy?

C34H77BrF5NNbO12